1.
A cluster of 7 separate species, C28H37N5O6 in total in a non-equilibrium geometry, computed with ωB97M-V with the def2-TZVPD basis set.

Charge: 0
Spin multiplicity: 1
Gap between HOMO and LUMO (eV): 8.1
Strongest force on any atom (Eh/bohr): 0.097
Energy relative to the best compared isomer or geometry (same formula, charge and spin) (kcal per mole): 0.0

Each line ends with the Mulliken charge.
Cartesian coordinates (Å):
C (6.71, 6.78, -7.65)  -1.395
C (6.61, 8.08, -8.37)  0.590
C (7.47, 9.24, -7.79)  -0.413
O (8.09, 9.66, -8.97)  -0.345
C (8.08, 8.74, -9.90)  0.647
O (8.69, 8.80, -10.97)  -0.606
O (7.27, 7.76, -9.55)  -0.253
H (7.69, 6.31, -7.72)  0.360
H (6.03, 6.01, -8.00)  0.289
H (6.46, 6.83, -6.59)  0.393
H (5.59, 8.42, -8.55)  0.175
H (8.31, 9.01, -7.14)  0.265
H (6.89, 10.13, -7.56)  0.288
C (-5.24, 7.25, -7.52)  -1.369
C (-4.25, 8.36, -7.97)  0.359
C (-3.54, 9.24, -6.87)  -0.355
O (-2.23, 9.03, -7.14)  -0.402
C (-1.97, 8.21, -8.19)  0.666
O (-0.88, 7.82, -8.55)  -0.502
O (-3.12, 7.81, -8.65)  -0.292
H (-4.83, 6.66, -6.70)  0.354
H (-5.38, 6.56, -8.35)  0.302
H (-6.23, 7.61, -7.25)  0.396
H (-4.83, 9.00, -8.64)  0.228
H (-3.87, 9.01, -5.85)  0.290
H (-3.64, 10.28, -7.18)  0.294
C (6.93, 3.16, -13.53)  -0.433
C (7.38, 2.80, -14.79)  -0.472
C (7.07, 3.92, -15.69)  -0.440
N (6.43, 4.83, -14.78)  -0.021
C (6.46, 4.43, -13.47)  -0.436
H (7.14, 2.54, -12.67)  0.416
H (7.92, 1.90, -15.06)  0.373
H (7.22, 4.20, -16.72)  0.359
H (6.02, 5.69, -15.10)  0.199
H (6.26, 5.07, -12.63)  0.455
C (-3.77, 4.43, -10.77)  -0.754
C (-2.63, 5.04, -10.22)  -0.106
C (-1.87, 5.68, -11.21)  -0.529
N (-2.44, 5.35, -12.42)  -0.049
C (-3.54, 4.48, -12.13)  -0.494
H (-4.60, 3.92, -10.29)  0.405
H (-2.48, 5.08, -9.16)  0.441
H (-1.02, 6.34, -11.24)  0.478
H (-2.24, 5.77, -13.32)  0.222
H (-4.11, 4.11, -12.97)  0.388
C (5.09, -0.14, -8.46)  -0.310
C (5.41, -1.46, -8.47)  -0.410
C (4.76, -2.05, -9.52)  -0.544
N (3.93, -1.16, -10.08)  0.013
C (4.09, 0.00, -9.44)  -0.471
H (5.49, 0.58, -7.77)  0.395
H (6.23, -1.78, -7.85)  0.357
H (4.88, -3.06, -9.88)  0.360
H (3.40, -1.27, -10.93)  0.223
H (3.63, 0.95, -9.66)  0.394
C (3.18, 4.27, -10.63)  -0.576
C (3.90, 5.46, -10.44)  -0.328
C (3.01, 6.34, -9.93)  -0.397
N (1.84, 5.73, -9.71)  0.185
C (1.94, 4.39, -10.09)  -0.609
H (3.51, 3.28, -10.91)  0.418
H (4.94, 5.71, -10.61)  0.431
H (2.87, 7.39, -9.74)  0.377
H (1.04, 6.09, -9.21)  0.166
H (1.21, 3.60, -10.04)  0.380
C (1.06, 10.88, -10.50)  -0.790
C (0.99, 12.04, -9.71)  -0.313
C (0.88, 11.73, -8.42)  -0.627
N (0.84, 10.38, -8.33)  0.130
C (0.88, 9.91, -9.59)  -0.342
H (1.10, 10.88, -11.58)  0.427
H (0.97, 13.04, -10.13)  0.386
H (0.60, 12.37, -7.60)  0.361
H (0.68, 9.96, -7.43)  0.256
H (0.97, 8.84, -9.70)  0.496

=====

2.
The molecule C4H6O2, computed with ωB97M-V with the def2-TZVPD basis set.

Charge: 0
Spin multiplicity: 1
Gap between HOMO and LUMO (eV): 11.6
Strongest force on any atom (Eh/bohr): 0.010
Energy relative to the best compared isomer or geometry (same formula, charge and spin) (kcal per mole): 29.8

Each line ends with the natural charge from an NBO analysis.
Cartesian coordinates (Å):
O (-0.02, 1.37, 2.00)  -0.573
C (-1.03, 1.14, 1.40)  0.650
O (-1.13, 0.64, 0.16)  -0.498
C (0.07, 0.38, -0.54)  0.061
C (0.10, -0.95, -1.23)  -0.434
C (1.00, -0.67, -0.04)  -0.429
H (-2.05, 1.29, 1.80)  0.119
H (0.47, 1.26, -1.03)  0.202
H (-0.76, -1.58, -1.05)  0.227
H (0.54, -1.01, -2.22)  0.220
H (0.76, -1.15, 0.90)  0.230
H (2.06, -0.52, -0.22)  0.224

=====

3.
A structure of composition C4H9N3O2 in a non-equilibrium geometry, computed with ωB97M-V with the def2-TZVPD basis set.

Charge: 0
Spin multiplicity: 1
Gap between HOMO and LUMO (eV): 9.5
Strongest force on any atom (Eh/bohr): 0.120
Energy relative to the best compared isomer or geometry (same formula, charge and spin) (kcal per mole): 164.5

Each line ends with the natural charge from an NBO analysis.
Cartesian coordinates (Å):
C (2.25, -0.96, 0.05)  -0.440
C (0.10, 0.54, 0.03)  0.446
C (0.90, 1.78, 0.21)  -0.706
C (-2.09, -0.46, 0.12)  0.726
H (3.24, 0.00, 0.27)  0.200
H (2.69, -1.44, -0.89)  0.216
H (2.48, -1.80, 0.71)  0.214
H (-0.59, -1.97, 0.05)  0.506
H (1.65, 2.20, 1.10)  0.265
H (0.17, 2.63, -0.07)  0.251
H (1.57, 1.83, -0.71)  0.228
H (-4.25, -0.10, -0.02)  0.440
H (-2.78, 0.81, -1.29)  0.440
N (0.77, -0.73, 0.23)  -0.162
N (-1.20, 0.72, 0.14)  -0.548
N (-3.30, -0.07, -0.46)  -0.860
O (0.26, -1.79, -0.57)  -0.580
O (-1.86, -1.21, 1.11)  -0.637

=====

4.
A structure of composition C7H5Cl4CoS in a non-equilibrium geometry, computed with ωB97M-V with the def2-TZVPD basis set.

Charge: +2
Spin multiplicity: 5
Gap between HOMO and LUMO (spin up / spin down) (eV): 9.4 / 6.0
Strongest force on any atom (Eh/bohr): 0.033
Energy relative to the best compared isomer or geometry (same formula, charge and spin) (kcal per mole): 6.0

Each line ends with the natural charge from an NBO analysis.
Cartesian coordinates (Å):
Co (-0.13, 0.63, 1.98)  1.176
Cl (0.35, 2.41, 3.35)  0.079
C (-0.42, 1.56, 4.69)  -0.394
Cl (-1.09, 0.07, 3.99)  0.079
H (-1.23, 2.17, 5.11)  0.288
H (0.33, 1.30, 5.45)  0.285
Cl (1.31, -0.58, 0.80)  0.091
C (0.71, -0.66, -0.81)  -0.071
C (1.43, -1.37, -1.76)  -0.154
C (0.95, -1.44, -3.08)  -0.069
C (-0.23, -0.81, -3.43)  -0.215
C (-0.96, -0.09, -2.48)  0.041
Cl (-2.41, 0.67, -2.92)  0.210
C (-0.49, -0.01, -1.13)  -0.242
S (-1.43, 0.88, 0.00)  0.077
H (2.36, -1.87, -1.50)  0.270
H (1.52, -1.99, -3.81)  0.271
H (-0.58, -0.87, -4.45)  0.278